Below is C42H30IN3O4PRuS as an isolated structure, with properties calculated with ωB97M-V with the def2-TZVPD basis set.

Calculated values
- Kohn-Sham gap (alpha / beta) (Eh) = 0.20779 / 0.25283
- ΔE to the lowest compared entry with this formula, charge and spin (kJ/mol) = 192.5
- energy (Ha) = -3215.75118
- <S²> = 0.770

ORCA input file:
```
! wB97M-V def2-TZVPD RIJCOSX def2/J DEFGRID3
* xyz 0 2
Ru -0.854 0.732 0.908
O -2.753 -0.118 0.870
N -3.684 0.482 0.235
N -3.310 1.465 -0.474
O -2.049 1.828 -0.625
C -4.307 2.233 -1.184
C -3.902 3.408 -1.787
C -4.829 4.157 -2.500
C -6.145 3.731 -2.602
C -6.534 2.548 -1.983
C -5.618 1.790 -1.273
H -2.867 3.711 -1.708
H -4.517 5.078 -2.976
H -6.865 4.316 -3.158
H -7.559 2.208 -2.059
H -5.907 0.864 -0.796
O 0.923 -2.020 0.008
C 0.629 -1.774 -1.120
O -0.384 -0.465 -1.260
C 0.801 -2.237 -2.419
C 1.537 -3.416 -2.755
C 1.537 -3.863 -4.040
C 0.811 -3.194 -5.067
C 0.116 -2.040 -4.771
C 0.126 -1.532 -3.471
P -0.612 -0.097 -2.780
C -2.342 -0.016 -3.224
C -2.808 0.865 -4.195
C -4.134 0.800 -4.604
C -4.990 -0.127 -4.030
C -4.530 -0.989 -3.041
C -3.205 -0.943 -2.641
C 0.244 1.390 -3.354
C 0.504 2.501 -2.556
C 1.203 3.583 -3.074
C 1.633 3.575 -4.393
C 1.375 2.475 -5.196
C 0.698 1.382 -4.676
H 2.071 -3.946 -1.976
H 2.091 -4.760 -4.288
H 0.803 -3.593 -6.072
H -0.448 -1.537 -5.550
H -2.145 1.606 -4.624
H -4.499 1.485 -5.357
H -6.026 -0.170 -4.343
H -5.204 -1.700 -2.581
H -2.839 -1.615 -1.873
H 0.139 2.531 -1.542
H 1.409 4.438 -2.442
H 2.175 4.423 -4.792
H 1.715 2.456 -6.223
H 0.540 0.514 -5.300
I 1.710 1.356 0.751
C 2.194 0.219 2.429
C 3.483 0.163 2.862
C 3.768 -0.617 4.006
C 2.762 -1.283 4.640
C 1.420 -1.218 4.180
C 0.389 -1.920 4.843
C -0.882 -1.857 4.359
C -1.185 -1.092 3.209
C -0.243 -0.359 2.515
C 1.100 -0.443 3.029
H 4.272 0.697 2.349
H 4.787 -0.682 4.367
H 2.975 -1.884 5.517
H 0.632 -2.510 5.719
H -1.676 -2.406 4.852
H -2.201 -1.124 2.843
S -1.478 4.817 2.754
C -0.741 3.429 2.072
N -1.421 2.327 2.123
C -2.645 2.534 2.772
C -3.595 1.563 3.085
C -4.741 1.949 3.743
C -4.961 3.286 4.105
C -4.018 4.252 3.829
C -2.857 3.856 3.167
H 0.237 3.489 1.625
H -3.424 0.533 2.814
H -5.484 1.202 3.989
H -5.875 3.561 4.615
H -4.167 5.283 4.123
*
```

Here are the Mulliken charges for atoms 1 to 8, given in e: Ru 0.88; O -0.27; N -1.30; N 1.98; O -0.45; C 0.23; C -0.47; C -0.78

***

Below is C25H40ClN7O5P2STm as an isolated structure in a non-equilibrium geometry, with properties calculated with ωB97M-V with the def2-TZVPD basis set.

Calculated values
- Kohn-Sham gap (alpha / beta) (Eh) = 0.21809 / 0.21814
- ΔE to the lowest compared entry with this formula, charge and spin (kJ/mol) = 0.0
- energy (Ha) = -4362.89576
- <S²> = 2.002

ORCA input file:
```
! wB97M-V def2-TZVPD RIJCOSX def2/J DEFGRID3
* xyz -1 3
Tm -1.476 1.336 -0.816
C -4.094 -2.404 -1.869
C -3.525 -1.340 -0.944
O -2.866 -0.415 -1.499
C -3.742 -1.481 0.419
C -3.288 -0.564 1.410
C -3.571 -0.880 2.859
N -2.675 0.528 1.073
N -2.241 1.349 2.113
C -1.964 2.553 1.686
O -2.143 2.975 0.482
C -1.360 3.475 2.693
C -1.200 3.103 4.028
C -0.596 3.967 4.926
C -0.142 5.211 4.502
C -0.295 5.582 3.174
C -0.903 4.720 2.274
H -4.571 -1.914 -2.719
H -4.819 -3.035 -1.357
H -3.281 -3.026 -2.256
H -4.319 -2.330 0.766
H -3.689 -1.954 3.001
H -4.491 -0.381 3.173
H -2.760 -0.497 3.475
H -1.552 2.129 4.338
H -0.467 3.670 5.960
H 0.331 5.885 5.207
H 0.070 6.545 2.837
H -1.014 4.977 1.227
C 0.715 -4.460 -1.437
N -0.144 -3.472 -0.809
C -1.193 -4.035 0.035
P 0.451 -1.998 -0.296
O -0.589 -1.008 -0.029
O 1.460 -1.666 -1.508
P 1.218 -0.386 -2.519
O 0.323 0.604 -1.919
N 0.715 -0.994 -3.950
C -0.699 -0.928 -4.320
C 1.468 -2.068 -4.575
N 2.805 0.077 -2.749
C 2.855 1.265 -3.629
C 3.550 0.308 -1.502
N 1.489 -2.127 1.002
C 2.642 -3.003 0.963
C 0.929 -1.915 2.334
H 0.122 -5.062 -2.131
H 1.175 -5.139 -0.707
H 1.500 -3.963 -2.003
H -1.799 -4.725 -0.557
H -1.840 -3.231 0.389
H -0.784 -4.587 0.893
H -1.186 -0.072 -3.854
H -1.233 -1.838 -4.027
H -0.769 -0.810 -5.404
H 2.480 -2.091 -4.173
H 1.522 -1.896 -5.653
H 0.990 -3.038 -4.402
H 2.289 1.065 -4.538
H 3.897 1.455 -3.893
H 2.432 2.154 -3.147
H 3.563 -0.602 -0.905
H 3.122 1.120 -0.903
H 4.576 0.570 -1.764
H 2.982 -3.128 -0.065
H 2.424 -3.992 1.388
H 3.456 -2.563 1.546
H 0.008 -1.339 2.251
H 1.641 -1.358 2.949
H 0.713 -2.866 2.837
S 0.380 3.565 -1.473
C 1.104 3.120 0.001
C 2.148 3.886 0.583
C 2.691 3.515 1.786
C 2.200 2.374 2.429
C 1.188 1.675 1.811
N 0.654 2.000 0.630
H 2.467 4.774 0.055
H 3.475 4.109 2.243
H 2.576 2.064 3.396
H 0.758 0.803 2.293
Cl -2.275 2.074 -3.135
*
```

Here are the Mulliken charges for atoms 1 to 8, given in e: Tm 0.00; C -1.55; C 1.63; O -0.40; C -1.62; C 1.05; C -1.55; N 0.24

***

Below is a 7-piece molecular cluster, C37H51ClF18N2O13P overall in a non-equilibrium geometry, with properties calculated with ωB97M-V with the def2-TZVPD basis set.

Calculated values
- Kohn-Sham gap (Eh) = 0.25782
- energy (Ha) = -5126.55820

ORCA input file:
```
! wB97M-V def2-TZVPD RIJCOSX def2/J DEFGRID3
* xyz 1 1
C 3.948 0.927 8.601
C 3.243 1.801 7.623
C 1.838 1.424 6.874
C 0.410 1.866 7.539
P 0.118 2.805 9.163
C 1.589 3.867 9.731
O -1.142 3.991 8.761
C -0.958 1.397 6.697
C -0.829 0.525 5.289
C -2.084 -0.028 4.393
C 0.701 0.177 4.788
Cl 0.879 -0.828 3.225
N 1.957 0.633 5.560
N 3.172 0.271 4.976
C 3.689 1.510 4.261
C 4.582 1.178 2.914
C 6.046 0.624 3.446
C 5.939 -1.032 3.420
H 3.380 0.568 9.573
H 5.088 0.687 8.369
H 3.741 2.843 7.316
H 1.153 4.741 10.413
H 2.277 4.291 8.886
H 2.285 3.222 10.456
H -0.733 4.638 8.085
H -2.037 1.633 7.097
H -1.826 0.242 3.260
H -3.080 0.517 4.740
H -2.223 -1.200 4.413
H 3.851 -0.102 5.674
H 4.249 2.274 4.981
H 2.726 2.094 3.877
H 4.041 0.419 2.203
H 4.802 2.172 2.292
H 6.861 1.038 2.711
H 6.185 1.025 4.541
H 5.116 -1.430 2.683
H 5.672 -1.360 4.520
H 6.978 -1.460 3.071
C 0.301 1.110 -0.952
C 1.476 0.210 -0.616
O 2.335 0.055 -1.756
C 3.221 1.078 -1.988
O 3.300 2.084 -1.290
C 4.101 0.764 -3.197
F 3.389 0.284 -4.257
F 5.042 -0.181 -2.912
F 4.779 1.851 -3.659
H -0.232 0.733 -1.831
H -0.396 1.164 -0.112
H 0.634 2.124 -1.193
H 1.112 -0.788 -0.356
H 2.038 0.583 0.248
C -7.490 3.783 2.993
C -7.231 3.234 1.602
O -5.824 3.228 1.316
C -5.108 2.179 1.833
O -5.601 1.282 2.510
C -3.641 2.270 1.414
F -3.129 3.526 1.561
F -3.461 1.937 0.104
F -2.829 1.446 2.134
H -7.035 4.772 3.106
H -8.564 3.864 3.183
H -7.050 3.141 3.762
H -7.704 3.882 0.858
H -7.660 2.233 1.476
C -11.903 1.548 -2.262
C -11.808 0.395 -1.280
O -11.223 0.832 -0.044
C -12.065 1.471 0.830
O -13.253 1.681 0.604
C -11.329 1.837 2.118
F -10.107 2.399 1.885
F -11.102 0.748 2.905
F -12.013 2.730 2.888
H -10.922 2.014 -2.404
H -12.272 1.202 -3.231
H -12.575 2.330 -1.894
H -11.151 -0.380 -1.686
H -12.785 -0.070 -1.106
C -10.597 -5.064 -3.787
C -9.295 -4.466 -3.287
O -8.820 -3.460 -4.195
C -9.400 -2.222 -4.083
O -10.280 -1.951 -3.271
C -8.771 -1.241 -5.071
F -8.632 -1.769 -6.321
F -7.523 -0.853 -4.682
F -9.497 -0.098 -5.222
H -10.479 -5.443 -4.807
H -10.919 -5.885 -3.140
H -11.394 -4.314 -3.817
H -8.527 -5.243 -3.243
H -9.399 -4.059 -2.274
C 7.225 0.562 -4.964
C 8.400 -0.338 -4.629
O 9.259 -0.493 -5.769
C 10.144 0.529 -6.001
O 10.224 1.535 -5.303
C 11.025 0.215 -7.209
F 10.313 -0.265 -8.270
F 11.966 -0.730 -6.925
F 11.703 1.303 -7.672
H 6.692 0.185 -5.843
H 6.527 0.616 -4.124
H 7.557 1.576 -5.205
H 8.035 -1.336 -4.368
H 8.962 0.035 -3.764
C 9.568 -3.748 -7.675
C 10.198 -4.326 -6.421
O 9.277 -5.200 -5.750
C 9.178 -6.473 -6.253
O 9.816 -6.877 -7.220
C 8.204 -7.306 -5.421
F 7.048 -6.640 -5.139
F 8.737 -7.666 -4.218
F 7.833 -8.463 -6.036
H 8.620 -3.256 -7.436
H 10.237 -3.021 -8.143
H 9.344 -4.533 -8.404
H 10.434 -3.518 -5.723
H 11.138 -4.845 -6.642
*
```

Here are the Mulliken charges for atoms 1 to 8, given in e: C -0.57; C -0.70; C 0.73; C 0.15; P 0.24; C -0.81; O -0.50; C -0.62